# 1
Below is an isolated molecule of C5H7NO, with properties calculated with ωB97M-V/def2-TZVPD.

- LUMO level (alpha / beta) (eV) = -0.003 / 0.813
- 2S+1 = 1
- E_HOMO (alpha / beta) (eV) = -6.433 / -7.848

```
14
Properties=species:S:1:pos:R:3:forces:R:3:lowdin_charge:R:1
N 1.699 -1.694 0.467 -0.28 0.19 -0.05 0.18
C 0.950 -0.743 0.140 0.40 -0.09 -0.20 -0.38
O 1.473 0.402 -0.488 0.25 -1.00 0.18 0.01
C 0.562 1.385 -0.458 0.46 1.02 -2.11 -0.23
C -0.491 1.106 0.448 0.31 0.09 0.92 -0.07
C -1.515 -0.915 -0.534 -0.65 -0.60 -0.88 0.02
C -0.539 -0.592 0.432 0.97 1.48 1.03 -0.29
H 2.665 -1.463 0.229 -0.04 -0.14 0.00 0.07
H 0.679 2.150 -1.213 -0.16 -0.12 -0.10 0.13
H 0.412 1.698 0.980 -1.27 -0.80 1.12 0.18
H -1.360 1.763 0.398 0.00 -0.46 0.07 0.11
H -1.336 -0.762 -1.594 -0.07 0.10 0.17 0.07
H -2.474 -1.316 -0.227 0.16 0.08 -0.06 0.05
H -0.724 -1.018 1.418 -0.07 0.25 -0.09 0.14
```
Positions in Å, forces in eV/Å.

---

# 2
Below is a cluster of 2 separate species, C5H7NO in total, with properties calculated with ωB97M-V/def2-TZVPD.

- LUMO level (eV) = 0.980
- 2S+1 = 1
- E_HOMO (eV) = -9.983

```
14
Properties=species:S:1:pos:R:3:forces:R:3:lowdin_charge:R:1
O 2.917 0.161 -0.496 -0.76 0.17 -0.34 0.09
C 1.989 0.400 -1.105 1.92 -0.54 -0.41 0.03
C -0.129 -0.044 -0.014 -0.74 0.27 0.46 -0.55
C -1.057 -0.760 -0.879 -0.26 -0.16 -0.28 -0.09
N -1.366 -0.636 0.562 -0.24 -0.41 0.04 0.03
C -0.079 1.423 0.207 0.47 0.49 -0.18 -0.06
C -0.034 -1.091 1.001 0.10 -0.28 0.31 -0.09
H 0.823 1.881 -0.234 -0.66 0.19 0.45 0.04
H -1.662 -0.141 -1.539 -0.14 -0.23 0.16 0.11
H -0.822 -1.761 -1.241 0.14 0.17 -0.08 0.11
H -0.970 1.848 -0.265 0.17 0.14 0.12 0.09
H -0.121 1.596 1.286 0.05 0.20 -0.18 0.09
H 0.261 -0.772 1.999 -0.22 -0.17 -0.04 0.11
H 0.250 -2.106 0.720 0.17 0.15 -0.02 0.11
```
Positions in Å, forces in eV/Å.

---

# 3
Below is an isolated molecule of C5H7NO, with properties calculated with ωB97M-V/def2-TZVPD.

- LUMO level (alpha / beta) (eV) = 0.147 / -0.730
- 2S+1 = 1
- E_HOMO (alpha / beta) (eV) = -8.381 / -7.384

```
14
Properties=species:S:1:pos:R:3:forces:R:3:lowdin_charge:R:1
C -1.790 -1.056 -0.284 -1.56 -2.07 0.50 -0.06
C 2.512 -0.683 0.283 -0.16 1.07 0.15 0.03
C 1.369 -0.519 -0.458 0.45 -0.74 -0.23 -0.25
C -0.869 0.181 -0.413 1.39 -0.80 -1.18 -0.48
C -1.465 1.266 0.430 0.74 1.12 0.71 -0.06
N 0.260 -0.254 0.250 0.78 0.69 -0.82 0.01
O -1.861 -2.086 0.274 0.36 1.45 -0.68 0.13
H 3.470 -0.853 -0.140 0.55 -0.24 -0.59 0.03
H 2.540 -0.277 1.306 -0.36 -0.80 -0.37 0.07
H 1.372 -0.597 -1.603 -0.09 0.05 1.58 0.13
H -0.792 0.281 -1.593 -0.13 0.47 2.22 0.17
H -1.603 0.906 1.478 0.16 0.22 -0.93 0.11
H -2.395 1.541 0.010 -1.17 0.67 -0.24 0.06
H -0.749 2.149 0.461 -0.98 -1.09 -0.13 0.11
```
Positions in Å, forces in eV/Å.

---

# 4
Below is an isolated molecule of C5H7NO, with properties calculated with ωB97M-V/def2-TZVPD.

- LUMO level (eV) = 0.120
- 2S+1 = 1
- E_HOMO (eV) = -7.295

```
14
Properties=species:S:1:pos:R:3:forces:R:3:lowdin_charge:R:1
C -1.937 0.406 -0.325 -0.03 -0.17 0.55 -0.04
C -0.401 0.075 -0.189 -0.27 0.19 -0.76 -0.34
C 0.667 1.033 0.188 0.09 -0.23 -0.22 -0.02
N 1.741 0.368 0.488 -0.31 0.14 0.08 0.15
C 1.542 -1.155 0.468 -0.31 0.16 0.13 -0.49
O 2.510 -1.866 0.703 -0.40 0.31 -0.01 -0.02
C 0.191 -1.251 0.153 -0.07 0.00 0.04 -0.02
H -2.277 0.400 -1.382 0.43 -0.08 0.61 0.08
H -2.204 1.387 0.073 0.09 -0.16 0.18 0.07
H -2.502 -0.372 0.174 -0.20 0.06 0.29 0.07
H 0.672 2.106 0.019 -0.07 -0.11 0.21 0.14
H 2.659 0.758 0.703 -0.35 -0.01 -0.22 0.16
H -0.327 -2.198 0.194 -0.07 0.19 -0.28 0.10
H -0.334 0.308 -1.267 1.46 -0.30 -0.61 0.15
```
Positions in Å, forces in eV/Å.

---

# 5
Below is an isolated molecule of C5H7NO, with properties calculated with ωB97M-V/def2-TZVPD.

- LUMO level (eV) = 0.981
- SMILES = [H]/N=C\OC=C1CC1
- 2S+1 = 1
- E_HOMO (eV) = -9.113

```
14
Properties=species:S:1:pos:R:3:forces:R:3:lowdin_charge:R:1
H -0.344 1.098 1.623 -0.07 -0.06 0.15 0.06
N -1.322 1.200 1.347 0.11 0.35 -0.42 0.13
C -1.367 1.611 0.159 -0.26 0.03 0.37 -0.29
O -0.315 1.913 -0.664 -0.09 -0.06 -0.06 -0.04
C 0.702 0.987 -0.803 0.13 -0.28 0.11 -0.08
C 0.643 -0.255 -0.362 -0.12 0.20 -0.05 -0.24
C -0.181 -1.276 0.301 -0.15 0.01 0.03 -0.12
C 1.174 -1.619 -0.293 0.22 -0.12 -0.09 -0.09
H -2.310 1.803 -0.346 -0.05 0.08 0.08 0.12
H 1.517 1.444 -1.356 -0.03 -0.30 0.12 0.13
H -1.088 -1.606 -0.203 0.22 -0.02 0.03 0.11
H -0.277 -1.265 1.387 0.07 0.07 -0.24 0.10
H 1.977 -1.819 0.412 -0.09 -0.03 -0.15 0.10
H 1.189 -2.217 -1.202 0.11 0.12 0.12 0.10
```
Positions in Å, forces in eV/Å.

---

# 6
Below is a cluster of 2 separate species, C5H7NO in total, with properties calculated with ωB97M-V/def2-TZVPD.

- LUMO level (eV) = 0.655
- SMILES = C=C(C)C#N.C=O
- 2S+1 = 1
- E_HOMO (eV) = -10.196

```
14
Properties=species:S:1:pos:R:3:forces:R:3:lowdin_charge:R:1
C 1.350 0.253 -0.268 -0.11 -0.01 -0.08 0.09
C 0.203 -0.006 -0.899 0.23 0.03 0.05 -0.36
C 0.080 -0.864 -2.131 0.03 -0.04 -0.08 -0.06
C -1.031 0.550 -0.393 -0.85 0.37 0.33 -0.20
N -2.040 0.972 -0.008 0.98 -0.43 -0.37 0.16
H 2.276 -0.181 -0.634 -0.13 0.09 0.00 0.08
H 1.397 0.873 0.621 -0.04 -0.10 -0.16 0.06
H -0.402 -1.820 -1.900 0.03 0.15 -0.02 0.09
H 1.072 -1.062 -2.545 -0.14 -0.01 0.07 0.08
H -0.524 -0.362 -2.893 0.08 -0.07 0.09 0.09
C -0.605 0.413 2.766 0.26 0.11 0.02 -0.15
O 0.542 0.784 2.707 -0.52 -0.16 0.08 -0.03
H -1.455 1.083 2.553 0.13 -0.01 0.08 0.07
H -0.862 -0.634 3.022 0.06 0.09 -0.01 0.09
```
Positions in Å, forces in eV/Å.

---

# 7
Below is a structure of composition C5H7NO, with properties calculated with ωB97M-V/def2-TZVPD.

- LUMO level (eV) = 0.693
- 2S+1 = 1
- E_HOMO (eV) = -9.163

```
14
Properties=species:S:1:pos:R:3:forces:R:3:lowdin_charge:R:1
O 2.461 1.169 -0.236 -0.30 -0.27 -0.31 0.06
C 1.650 0.496 -0.827 0.13 0.14 0.24 -0.18
C 0.356 0.066 -0.198 0.23 0.10 -0.11 -0.33
C -0.935 -0.494 -0.816 -0.19 -0.11 -0.38 -0.12
N -1.281 -0.473 0.668 -0.13 -0.05 0.07 -0.03
C -0.597 0.889 0.683 -0.04 0.37 0.18 -0.11
C 0.122 -1.025 0.869 0.22 -0.30 0.25 -0.11
H 1.833 0.158 -1.872 0.03 0.05 0.15 0.13
H -1.553 0.178 -1.420 0.11 -0.08 0.11 0.11
H -0.909 -1.504 -1.240 0.01 0.17 0.07 0.11
H -1.177 1.682 0.201 0.07 -0.13 0.03 0.11
H -0.242 1.196 1.671 -0.04 -0.07 -0.15 0.12
H 0.528 -0.848 1.869 -0.05 0.00 -0.17 0.12
H 0.233 -2.072 0.567 -0.02 0.18 0.01 0.11
```
Positions in Å, forces in eV/Å.

---

# 8
Below is an isolated molecule of C5H7NO, with properties calculated with ωB97M-V/def2-TZVPD.

- LUMO level (eV) = 0.936
- SMILES = C[C@H]1C=CNC1=O
- 2S+1 = 1
- E_HOMO (eV) = -8.685

```
14
Properties=species:S:1:pos:R:3:forces:R:3:lowdin_charge:R:1
C 1.795 -0.411 -0.105 0.06 -0.01 0.02 -0.05
C 0.323 -0.278 -0.497 0.03 0.01 -0.01 -0.28
C -0.696 -1.036 0.318 -0.13 0.07 0.03 -0.06
C -1.688 -0.205 0.646 0.10 -0.14 0.00 -0.10
N -1.438 1.092 0.166 0.06 0.10 0.00 0.09
C -0.189 1.166 -0.420 0.09 0.15 -0.10 -0.44
O 0.371 2.178 -0.783 -0.22 -0.34 0.09 0.07
H 2.051 -1.458 0.084 -0.06 0.14 -0.06 0.08
H 2.023 0.166 0.796 -0.08 -0.10 -0.08 0.09
H 2.436 -0.042 -0.910 -0.07 0.01 0.14 0.08
H 0.214 -0.572 -1.552 0.01 0.02 0.09 0.16
H -0.649 -2.094 0.540 -0.03 0.17 -0.04 0.10
H -2.608 -0.410 1.180 0.17 0.03 -0.06 0.11
H -1.961 1.918 0.414 0.08 -0.10 -0.01 0.15
```
Positions in Å, forces in eV/Å.

---

# 9
Below is a structure of composition C5H7NO, with properties calculated with ωB97M-V/def2-TZVPD.

- LUMO level (alpha / beta) (eV) = -0.069 / -0.068
- 2S+1 = 1
- E_HOMO (alpha / beta) (eV) = -8.605 / -8.598

```
14
Properties=species:S:1:pos:R:3:forces:R:3:lowdin_charge:R:1
O -0.155 -0.922 -2.742 0.25 0.57 0.66 0.13
C 0.121 -0.167 -1.895 -0.32 -0.59 -0.68 -0.13
C -0.186 0.003 -0.263 0.04 0.05 -0.15 -0.46
C -0.971 0.951 0.603 -0.09 0.26 0.00 -0.14
N -0.208 0.088 1.542 -0.08 -0.03 0.23 0.03
C 1.257 0.330 0.036 0.15 0.02 0.13 -0.04
C -0.549 -1.088 0.731 0.00 -0.28 0.05 -0.15
H 1.397 0.333 -1.444 0.07 0.02 -0.03 0.13
H -0.692 2.007 0.619 -0.03 -0.16 -0.03 0.11
H -2.055 0.800 0.622 0.15 -0.02 0.00 0.11
H 1.540 1.347 0.297 -0.07 -0.14 -0.07 0.09
H 1.931 -0.449 0.382 -0.12 0.10 -0.07 0.09
H 0.117 -1.945 0.848 -0.09 0.13 -0.04 0.12
H -1.608 -1.368 0.733 0.13 0.08 0.00 0.11
```
Positions in Å, forces in eV/Å.

---

# 10
Below is an isolated molecule of C5H7NO, with properties calculated with ωB97M-V/def2-TZVPD.

- LUMO level (eV) = 0.865
- SMILES = C/C=C\CN=C=O
- 2S+1 = 1
- E_HOMO (eV) = -9.796

```
14
Properties=species:S:1:pos:R:3:forces:R:3:lowdin_charge:R:1
C 1.388 -0.334 0.850 -0.02 0.07 0.05 -0.09
C 0.532 -1.213 -0.015 -0.16 0.01 -0.07 -0.16
C -0.723 -0.972 -0.391 0.18 -0.04 0.00 -0.11
C -1.527 0.247 0.008 -0.05 -0.15 0.14 -0.20
N -1.083 1.486 -0.600 0.52 0.31 -0.27 0.12
C -0.052 1.941 -1.024 0.05 0.08 -0.06 -0.34
O 0.890 2.494 -1.463 -0.58 -0.38 0.27 0.14
H 1.788 -0.897 1.701 -0.05 0.06 -0.13 0.08
H 2.247 0.043 0.281 -0.12 -0.06 0.09 0.08
H 0.843 0.531 1.241 0.07 -0.13 -0.04 0.07
H 1.005 -2.126 -0.375 -0.08 0.13 0.04 0.10
H -1.225 -1.690 -1.038 0.08 0.10 0.08 0.10
H -1.509 0.382 1.096 0.01 -0.02 -0.14 0.12
H -2.574 0.110 -0.272 0.16 0.02 0.05 0.11
```
Positions in Å, forces in eV/Å.

---

# 11
Below is an isolated molecule of C5H7NO, with properties calculated with ωB97M-V/def2-TZVPD.

- LUMO level (eV) = 0.462
- SMILES = C[C@H](C#N)CC=O
- 2S+1 = 1
- E_HOMO (eV) = -10.443

```
14
Properties=species:S:1:pos:R:3:forces:R:3:lowdin_charge:R:1
C -0.929 1.353 0.261 -0.10 -0.04 0.04 -0.06
C 0.354 0.522 0.159 0.05 -0.06 0.08 -0.35
C 1.330 1.247 -0.677 0.67 0.56 -0.50 -0.21
N 2.083 1.824 -1.340 -0.77 -0.59 0.64 0.16
C 0.256 -0.914 -0.405 0.15 -0.11 -0.21 -0.13
C -0.390 -2.003 0.452 0.24 0.03 -0.16 -0.24
O 0.313 -2.755 1.086 -0.68 0.35 -0.11 0.06
H -0.692 2.343 0.665 -0.07 -0.18 -0.07 0.09
H -1.646 0.876 0.935 0.05 0.01 -0.09 0.08
H -1.400 1.494 -0.718 0.10 -0.10 0.14 0.09
H 0.810 0.427 1.152 -0.07 0.13 -0.05 0.15
H -0.131 -0.907 -1.431 -0.32 0.04 0.23 0.13
H 1.283 -1.248 -0.485 0.27 -0.16 -0.09 0.11
H -1.502 -2.140 0.412 0.47 0.14 0.13 0.13
```
Positions in Å, forces in eV/Å.

---

# 12
Below is an isolated molecule of C5H7NO, with properties calculated with ωB97M-V/def2-TZVPD.

- LUMO level (eV) = 0.861
- SMILES = C=C1NC(=O)[C@H]1C
- 2S+1 = 1
- E_HOMO (eV) = -9.552

```
14
Properties=species:S:1:pos:R:3:forces:R:3:lowdin_charge:R:1
C -1.451 -1.288 1.104 0.62 0.19 -0.18 0.06
C -0.770 -0.624 0.199 -2.46 1.08 -1.90 -0.14
N -1.318 0.212 -1.167 1.32 -0.45 0.88 0.17
C -0.020 0.503 -1.372 1.29 0.13 -0.10 -0.58
O 0.563 1.159 -2.196 -0.30 0.38 -0.60 0.07
C 0.611 -0.226 -0.185 -0.08 0.18 -0.40 -0.25
C 1.439 0.752 0.644 0.01 0.01 0.06 -0.04
H -0.745 -1.695 1.822 -0.52 -0.28 0.37 0.08
H -2.529 -1.438 1.166 0.53 0.10 -0.09 0.07
H -1.960 0.638 -1.888 -0.07 -1.11 1.67 0.16
H 1.224 -1.046 -0.576 -0.18 -0.04 0.26 0.16
H 2.103 0.279 1.374 -0.21 -0.03 -0.11 0.08
H 0.804 1.479 1.160 0.05 -0.13 -0.07 0.09
H 2.050 1.296 -0.085 0.02 -0.03 0.23 0.08
```
Positions in Å, forces in eV/Å.

---

The evaluated relative energy (zero: lowest compared OMol25 entry of this formula, charge and spin) for the records listed, in turn: 5.7801, 3.2956, 4.2891, 2.4223, 2.8665, 1.9105, 3.5456, 0.1203, 6.9186, 0.8010, 1.0001, 2.1393 eV.
The evaluated strongest force on any atom for the records listed, in turn: 0.04655, 0.03963, 0.05126, 0.03127, 0.01092, 0.02199, 0.00987, 0.00804, 0.01860, 0.01440, 0.02263, 0.06406 Eh/bohr.